{"formula": "C26H52IN3O7S", "method": "ωB97M-V/def2-TZVPD", "elements": ["H", "C", "H", "H", "C", "H", "C", "C", "N", "H", "H", "H", "H", "H", "N", "C", "H", "H", "C", "H", "H", "I", "H", "H", "C", "C", "C", "C", "H", "C", "C", "H", "O", "C", "H", "H", "H", "N", "C", "H", "C", "H", "H", "H", "H", "H", "C", "C", "O", "H", "H", "H", "H", "H", "H", "H", "H", "H", "O", "H", "C", "S", "C", "O", "H", "H", "H", "O", "H", "C", "O", "H", "C", "O", "C", "H", "H", "H", "H", "C", "H", "C", "H", "H", "H", "C", "H", "H", "H", "C"], "coordinates": [[4.080, 5.799, 3.138], [-1.946, -1.757, -0.277], [-1.206, -2.530, -0.725], [-0.807, 1.197, -0.840], [-1.840, -0.467, 5.524], [1.107, 5.327, 7.247], [3.699, 5.567, 5.235], [-2.284, -0.551, -1.338], [-1.217, -0.867, -6.347], [-4.941, -4.720, -5.062], [-2.392, -2.253, 4.475], [-0.462, -6.283, -3.198], [1.460, 4.402, 5.774], [-2.908, -3.441, -4.645], [4.198, -0.366, -0.523], [0.410, -1.352, 3.267], [0.851, 6.625, 4.499], [-2.510, -4.853, -5.635], [1.084, 0.833, -2.825], [-2.902, -2.355, -0.014], [0.467, 1.873, 5.346], [-3.346, 1.451, -3.906], [-2.295, -0.829, 6.452], [4.969, -0.584, -2.503], [-2.847, -4.534, -4.643], [-1.430, 0.329, -3.778], [-1.870, 0.830, -0.624], [3.081, 0.214, 0.260], [0.702, -2.406, 3.211], [-4.206, -7.164, -3.168], [-0.198, 1.371, -3.627], [3.831, 0.868, -2.349], [2.394, -0.553, 1.024], [-0.523, 1.459, 5.139], [-0.868, 3.929, -4.093], [2.474, 4.193, 7.234], [-4.564, -4.782, -3.333], [0.666, 1.956, -6.276], [-4.227, -5.101, -4.325], [-2.104, -1.726, -3.223], [2.660, 1.772, 0.280], [0.979, 6.978, 2.749], [2.905, 2.184, 1.339], [1.735, 1.752, -2.554], [1.366, -0.934, -4.327], [-4.037, -8.230, -3.327], [-1.494, -0.876, -2.713], [0.947, 6.185, 3.503], [2.108, 5.372, 3.398], [0.073, 5.559, 3.313], [2.137, -1.427, -1.706], [0.721, -0.855, 2.348], [-5.168, -7.034, -2.661], [3.173, -2.115, -3.073], [0.846, 0.277, -1.847], [4.655, 6.034, 5.495], [-1.278, 2.190, 5.447], [-1.601, -6.791, -4.461], [2.757, 5.975, 6.226], [-0.493, -1.351, -2.427], [-1.038, -5.944, -4.062], [-0.710, 3.077, -2.980], [3.991, -0.212, -1.998], [-0.672, 0.265, 5.895], [-2.567, 0.182, 5.023], [1.526, 1.917, 0.146], [3.839, 4.481, 5.250], [-4.239, -6.524, -4.436], [-0.605, 1.271, 4.066], [0.327, 1.674, -5.141], [-1.005, -1.249, 3.374], [-1.979, 0.714, 0.514], [1.907, 4.911, 6.633], [-1.897, -4.893, -3.640], [3.284, 6.046, 3.847], [-2.594, 1.692, -0.919], [5.049, 0.189, -0.277], [-0.341, -5.572, -4.821], [3.144, 7.132, 3.832], [-1.485, -1.666, 4.652], [-3.406, -0.582, -1.562], [-1.277, -0.360, -5.245], [2.776, 0.332, -4.336], [3.275, 2.369, -0.479], [-3.402, -6.772, -2.539], [1.998, -0.215, -3.695], [0.915, -0.873, 4.111], [-1.432, -1.358, 0.681], [-0.757, -2.314, 5.152], [2.800, -1.129, -2.598]], "lowdin_charge": [0.12, -0.07, 0.08, 0.04, -0.20, 0.09, -0.20, -0.38, 0.15, 0.12, 0.12, 0.09, 0.07, 0.11, -0.01, -0.11, 0.08, 0.13, -0.21, 0.09, 0.08, 0.92, 0.12, 0.13, -0.20, -0.67, -0.12, -0.37, 0.09, -0.11, -0.67, 0.10, 0.00, -0.11, -0.07, 0.09, 0.12, 0.16, -0.20, 0.12, -0.02, 0.09, 0.10, 0.11, 0.11, 0.09, -0.19, -0.11, -0.20, 0.09, 0.10, 0.05, 0.09, 0.12, 0.10, 0.12, 0.09, 0.08, -0.19, 0.11, -0.11, 0.64, -0.22, -0.19, 0.12, 0.08, 0.12, -0.19, 0.08, -0.23, -0.21, 0.08, -0.11, -0.20, -0.20, 0.05, 0.13, 0.09, 0.13, -0.20, 0.10, -0.27, 0.12, 0.08, 0.08, -0.17, 0.09, 0.07, 0.13, -0.16], "homo_lumo_gap_ha": 0.31237, "homo_ev": -9.151, "e_lumo_ev": -0.651, "total_energy_ha": -2408.34533, "mol_weight_g_mol": 677.7, "total_charge": 0}

---

{"formula": "C26H52N7PSSiV", "method": "ωB97M-V/def2-TZVPD", "elements": ["H", "H", "H", "C", "H", "H", "H", "V", "C", "H", "C", "H", "C", "C", "H", "H", "H", "C", "H", "N", "H", "H", "C", "H", "C", "Si", "H", "C", "H", "C", "H", "H", "H", "H", "H", "H", "H", "H", "H", "C", "N", "C", "H", "H", "H", "C", "H", "H", "C", "H", "C", "H", "H", "C", "H", "C", "H", "H", "H", "C", "C", "N", "C", "S", "N", "H", "C", "C", "C", "H", "H", "H", "N", "C", "H", "N", "H", "C", "H", "H", "H", "H", "H", "H", "H", "N", "P", "C", "H"], "coordinates": [[2.103, -0.556, 5.015], [-3.397, 0.747, 2.621], [-5.450, -2.173, 1.443], [3.402, -1.167, 3.400], [-4.015, -2.646, 3.417], [-1.587, -2.342, -3.613], [-0.776, -0.090, -2.950], [1.118, 1.450, 0.200], [6.011, -1.298, -0.096], [-2.984, -0.445, -2.897], [-0.198, -3.454, -2.388], [6.755, -1.234, 3.084], [2.527, 4.657, -1.340], [-0.978, -2.219, -0.347], [0.056, 3.208, -1.537], [-3.158, -2.970, 1.930], [-6.199, 2.378, -2.562], [-3.226, 0.612, -2.824], [1.216, 5.163, 0.281], [3.240, 2.798, 0.108], [-5.112, 0.480, -3.829], [3.556, 2.148, -0.613], [-4.480, 2.757, -1.301], [-1.677, 0.724, 2.272], [4.527, -3.816, 0.908], [5.173, -2.117, 1.367], [-4.837, -0.173, 0.014], [-3.581, -2.167, 2.540], [2.507, 3.984, -2.205], [1.135, 4.769, -0.734], [5.395, -1.314, -0.993], [-0.353, 3.552, -0.025], [-5.157, -0.704, 2.347], [3.835, -3.760, 0.064], [-2.105, -3.703, -1.407], [4.037, -1.752, 4.055], [-4.759, 2.886, -3.430], [-2.525, -0.963, 4.032], [0.100, -2.127, -4.078], [-2.472, -1.176, 2.962], [-1.382, -1.095, -1.204], [1.533, 0.275, 3.130], [0.689, 0.847, 3.496], [-2.525, 2.842, -0.385], [-3.866, -1.621, -0.256], [2.800, -0.358, 1.264], [6.030, -2.742, 3.650], [7.294, -2.777, 2.430], [6.416, -2.223, 2.771], [0.052, -2.066, 0.008], [-0.570, -2.230, -3.222], [5.349, -4.477, 0.624], [6.279, -0.261, 0.116], [3.554, 4.171, -0.336], [-4.893, 2.207, -0.450], [-1.061, -3.523, -1.130], [4.554, 4.207, -0.775], [-0.309, -4.365, -2.977], [6.938, -1.836, -0.313], [-0.494, -0.969, -2.373], [-5.115, 2.266, -2.600], [-2.610, 1.160, -1.613], [-4.739, 0.809, -2.858], [2.771, -0.241, -0.487], [-2.864, -0.093, 0.778], [-1.630, -2.254, 0.524], [3.693, -1.115, 2.038], [-4.095, -0.833, 0.471], [-4.672, -1.467, 1.733], [2.831, 5.637, -1.710], [-1.488, -1.614, 2.775], [0.856, -3.383, -2.097], [-0.625, 1.144, 0.208], [2.318, -0.490, 3.958], [-4.696, 3.815, -1.139], [0.453, 3.459, -0.635], [3.555, 4.835, 0.529], [-2.969, 2.552, -1.337], [0.528, 5.476, -1.301], [-0.748, -4.349, -0.489], [3.820, 2.560, 0.909], [-2.544, 3.194, -2.121], [-5.203, 0.169, -2.104], [0.537, -0.826, -2.031], [-2.783, 1.119, -3.692], [1.772, 0.338, 1.816], [-1.816, 0.316, -0.425], [-2.590, 0.142, 2.198], [3.999, -4.278, 1.745]], "lowdin_spin": [0.00, 0.00, 0.00, 0.00, 0.00, 0.00, 0.00, 1.98, 0.00, 0.00, 0.00, 0.00, 0.00, 0.00, 0.01, 0.00, 0.00, 0.00, 0.00, 0.01, 0.00, 0.00, 0.00, 0.00, 0.00, 0.00, 0.00, 0.00, 0.00, 0.00, 0.00, 0.01, 0.00, 0.00, 0.00, 0.00, 0.00, 0.00, 0.00, 0.00, 0.00, 0.00, 0.00, 0.00, 0.00, 0.01, 0.00, 0.00, 0.00, 0.00, 0.00, 0.00, 0.00, 0.00, 0.00, 0.00, 0.00, 0.00, 0.00, 0.00, 0.00, 0.00, 0.00, 0.01, 0.00, 0.00, 0.00, 0.00, 0.00, 0.00, 0.00, 0.00, -0.05, 0.00, 0.00, 0.01, 0.00, 0.00, 0.00, 0.00, 0.00, 0.00, 0.00, 0.00, 0.00, 0.00, 0.00, 0.00, 0.00], "multiplicity": 3, "homo_lumo_gap_ha": [0.28985, 0.30622], "homo_ev": [-10.464, -10.627], "e_lumo_ev": [-2.576, -2.295], "total_energy_ha": -3378.22953, "mol_weight_g_mol": 604.8, "total_charge": 1, "e_above_lowest_kj_mol": 45.7}

---

{"formula": "C26H53As2N4O3PS2Zr", "method": "ωB97M-V/def2-TZVPD", "elements": ["C", "C", "H", "H", "P", "C", "Zr", "C", "H", "H", "O", "C", "H", "H", "C", "C", "H", "C", "C", "H", "H", "H", "C", "H", "S", "H", "C", "H", "H", "H", "H", "H", "H", "H", "H", "C", "H", "N", "H", "H", "C", "H", "H", "C", "H", "C", "H", "C", "O", "As", "H", "H", "C", "H", "H", "H", "H", "C", "H", "C", "H", "N", "H", "H", "N", "C", "H", "H", "C", "H", "C", "As", "H", "S", "C", "H", "N", "O", "H", "C", "H", "H", "C", "H", "H", "H", "H", "C", "H", "H", "H", "H"], "coordinates": [[-1.202, -2.846, -5.198], [-4.855, -1.607, 0.120], [5.660, 5.181, 0.065], [3.502, -0.652, 0.848], [-0.657, 1.579, 3.987], [-6.122, -0.771, 0.121], [-0.156, 0.972, 1.076], [3.639, 5.884, 0.234], [3.852, -3.315, -1.474], [2.179, -2.822, 0.088], [-0.004, 0.983, 5.264], [-0.303, 1.435, 6.654], [-6.100, -0.175, 2.212], [1.551, 6.312, 0.386], [-1.940, -2.082, -2.869], [-6.047, 0.273, 1.219], [0.952, -2.200, -3.074], [2.855, -3.211, -1.902], [4.615, 4.904, 0.107], [-0.218, 3.761, -2.239], [-4.781, -2.216, 1.023], [2.152, 1.676, 4.448], [1.794, -5.549, 0.004], [0.446, 0.949, 7.267], [-0.009, -1.360, 0.315], [-4.736, 1.972, 1.410], [0.902, -1.898, -1.115], [1.239, -4.481, -2.569], [-6.256, -0.290, -0.849], [0.738, -5.301, -0.139], [3.594, -5.827, -1.154], [-0.487, 5.355, -1.509], [4.521, 0.095, -0.402], [-0.694, 5.856, 1.271], [-2.522, -3.886, -3.854], [4.254, 3.564, 0.027], [-0.171, 4.729, 2.539], [-4.768, 1.012, 1.098], [-1.021, -0.264, -2.055], [-2.811, -1.539, -3.249], [2.306, -4.570, -2.333], [-1.302, -1.837, 3.429], [-2.659, -0.876, 2.761], [2.523, -5.701, -1.329], [2.688, 2.391, 2.901], [-0.801, -1.072, -2.754], [1.836, -6.479, 0.567], [2.911, 3.209, 0.084], [-0.846, 0.140, 3.028], [0.072, 3.691, 0.263], [-1.774, 4.542, 1.762], [3.287, 1.543, -2.475], [2.085, 1.617, 3.367], [-1.763, 4.119, -1.421], [-0.606, -0.613, -3.722], [2.197, 0.139, -2.375], [2.249, -4.792, 0.654], [-0.688, 4.289, -1.412], [1.530, 1.787, -2.507], [2.333, 1.180, -2.092], [2.804, -4.826, -3.270], [0.456, -1.711, -2.337], [-1.300, 1.099, 6.919], [-2.884, -0.990, -0.509], [-3.678, -0.711, 0.048], [2.296, 5.532, 0.288], [-6.985, -1.413, 0.290], [-0.232, -2.338, -5.217], [-3.710, 0.531, 0.487], [-2.145, -0.666, 4.460], [3.856, 0.291, 0.439], [2.365, 1.378, -0.162], [3.923, 6.926, 0.290], [-2.377, 1.668, 0.180], [-1.630, -3.262, -3.795], [4.404, 0.835, 1.206], [2.030, -2.535, -0.870], [0.686, 1.883, 2.955], [-4.810, -2.272, -0.740], [-0.733, 4.822, 1.612], [5.029, 2.815, -0.084], [2.949, -2.523, -2.746], [1.930, 4.192, 0.217], [-1.932, -2.177, -5.656], [2.193, -6.625, -1.806], [-6.850, 1.002, 1.133], [-2.192, -2.472, -1.874], [-1.816, -0.880, 3.446], [-0.866, -3.897, -3.335], [2.373, 0.619, 3.038], [-1.110, -3.718, -5.843], [-0.213, 2.515, 6.711]], "lowdin_charge": [-0.08, -0.11, 0.13, 0.02, 0.96, -0.13, 0.91, -0.01, 0.14, 0.11, -0.33, 0.01, 0.14, 0.12, -0.20, -0.10, 0.14, -0.13, -0.01, 0.04, 0.14, 0.10, -0.09, 0.11, 0.65, 0.15, -0.68, 0.10, 0.14, 0.07, 0.12, 0.06, 0.06, 0.06, 0.12, -0.07, 0.04, 0.06, 0.07, 0.13, -0.18, 0.11, 0.08, -0.23, 0.10, -0.18, 0.09, -0.44, -0.58, 1.05, 0.03, 0.06, -0.02, 0.03, 0.13, 0.01, 0.06, -0.24, 0.04, -0.22, 0.13, 0.06, 0.10, 0.07, 0.06, -0.07, 0.14, 0.07, -0.70, 0.10, -0.24, 1.09, 0.14, 0.62, -0.24, 0.05, 0.04, -0.58, 0.14, -0.24, 0.11, 0.12, -0.42, 0.09, 0.12, 0.15, 0.09, -0.03, 0.09, 0.09, 0.09, 0.10], "homo_lumo_gap_ha": 0.25913, "homo_ev": -19.286, "e_lumo_ev": -12.235, "total_energy_ha": -7122.35882, "mol_weight_g_mol": 805.9, "total_charge": 4, "e_above_lowest_kj_mol": 19.8}